Molecular formula: C36H40F3N5O2S2Sb2V
Method: DFT, wB97M-V/def2-TZVPD

CARTESIAN COORDINATES (ANGSTROEM)
V1 -0.077 0.222 -0.112
C1 0.961 2.438 -2.231
O1 -0.166 1.855 -1.577
C2 -1.298 2.673 -1.453
C3 -1.418 3.919 -2.025
C4 -2.611 4.623 -1.859
C5 -3.646 4.060 -1.133
C6 -3.511 2.807 -0.553
C7 -2.321 2.093 -0.693
N1 -2.060 0.851 -0.151
N2 -3.028 0.399 0.642
C8 -2.925 -0.857 1.115
C9 -1.918 -1.774 0.769
O2 -0.876 -1.434 0.012
C10 -1.956 -3.099 1.254
C11 -2.930 -3.519 2.113
C12 -3.938 -2.611 2.547
C13 -4.931 -3.004 3.473
C14 -5.887 -2.122 3.897
C15 -5.888 -0.805 3.404
C16 -4.940 -0.400 2.501
C17 -3.943 -1.290 2.050
H1 0.673 2.789 -3.222
H2 1.707 1.655 -2.332
H3 1.354 3.264 -1.634
H4 -0.611 4.366 -2.584
H5 -2.715 5.604 -2.299
H6 -4.573 4.604 -1.007
H7 -4.311 2.364 0.020
H8 -1.163 -3.761 0.935
H9 -2.943 -4.537 2.480
H10 -4.918 -4.021 3.843
H11 -6.641 -2.434 4.607
H12 -6.645 -0.107 3.739
H13 -4.934 0.610 2.118
F1 4.270 4.021 2.610
C18 3.051 3.512 2.354
F2 2.281 4.533 1.950
F3 2.556 3.090 3.534
C19 3.109 2.403 1.341
C20 4.310 2.009 0.791
C21 4.351 0.967 -0.134
C22 3.166 0.351 -0.464
N3 2.003 0.724 0.074
C23 1.930 1.736 0.962
S1 0.322 2.040 1.509
H14 5.220 2.513 1.084
H15 5.281 0.642 -0.575
H16 3.120 -0.468 -1.174
C24 -1.813 -1.511 -3.081
Sb1 0.268 -1.074 -2.910
C25 0.424 0.014 -4.755
C26 1.041 -2.970 -3.609
C27 2.541 -2.961 -3.680
C28 3.152 -2.195 -4.673
C29 4.528 -2.088 -4.775
C30 5.329 -2.765 -3.869
C31 4.740 -3.552 -2.894
C32 3.354 -3.676 -2.780
C33 2.795 -4.534 -1.692
Sb2 2.134 -3.286 -0.029
C34 1.577 -4.938 1.223
C35 4.108 -3.053 0.786
H17 -2.064 -1.854 -4.084
H18 -2.379 -0.610 -2.845
H19 -2.071 -2.274 -2.349
H20 0.100 -0.608 -5.588
H21 1.442 0.357 -4.931
H22 -0.235 0.880 -4.692
H23 0.597 -3.122 -4.594
H24 0.647 -3.736 -2.946
H25 2.524 -1.675 -5.387
H26 4.970 -1.489 -5.560
H27 6.407 -2.696 -3.931
H28 5.365 -4.101 -2.200
H29 3.544 -5.236 -1.327
H30 1.933 -5.112 -2.025
H31 2.401 -5.645 1.303
H32 0.711 -5.449 0.804
H33 1.321 -4.557 2.210
H34 4.553 -4.023 1.004
H35 4.053 -2.467 1.702
H36 4.737 -2.525 0.069
N4 0.319 0.434 4.461
C36 0.134 -0.692 3.751
N5 -1.019 -1.349 3.942
S2 1.325 -1.267 2.700
H37 -0.456 0.876 4.928
H38 1.073 1.032 4.161
H39 -1.795 -0.920 4.421
H40 -1.228 -2.130 3.336

Relative energy (zero: lowest compared OMol25 entry of this formula, charge and spin)   6.9 kJ/mol
<S²>   3.805
HOMO energy (alpha / beta)   -5.844 / -7.279 eV
Multiplicity   4
HOMO-LUMO gap (alpha / beta)   5.75 / 7.06 eV